23
Properties=species:S:1:pos:R:3 method="wB97M-V/def2-TZVPD" charge=0 orbital_gap_ha=0.3067 multiplicity=1 e_above_lowest_kcal_mol=109.46
C -1.42 0.08 -0.72
C -1.01 0.15 0.53
C -1.02 1.09 -1.71
C -0.97 -1.30 -1.38
C 0.47 0.68 -1.79
C 1.43 -0.22 1.34
C 0.57 0.38 2.49
C 0.51 -0.87 0.41
C 0.54 -0.82 -1.16
O -2.05 0.97 2.78
S -0.94 1.28 1.89
H -1.49 0.98 -2.67
H -1.35 2.12 -1.48
H -1.03 -1.97 -0.54
H -1.39 -1.65 -2.24
H 0.95 0.84 -2.76
H 1.11 1.35 -1.11
H 2.05 0.53 0.80
H 2.11 -0.89 1.86
H 0.22 -0.44 3.10
H 1.05 1.10 3.12
H 0.36 -1.96 0.88
H 1.30 -1.44 -1.64


26
Properties=species:S:1:pos:R:3 method="wB97M-V/def2-TZVPD" charge=0 orbital_gap_ha=0.3103 multiplicity=1 e_above_lowest_kcal_mol=93.42
C -0.21 -0.45 -2.46
C 0.01 -1.74 -1.90
C 1.30 -1.75 -1.29
C 1.87 -0.46 -1.47
C 0.93 0.35 -2.18
Ce -0.08 -0.09 -0.11
C -1.43 -1.81 1.02
C -2.37 -1.17 0.32
C -3.45 -0.78 -0.33
N -1.14 1.24 0.02
H 1.76 -2.59 -0.77
H -0.70 -2.57 -1.94
H 2.84 -0.13 -1.10
H 1.07 1.40 -2.46
H -1.11 -0.12 -2.98
H -0.91 -2.69 0.62
H -1.83 2.00 -0.07
H -1.21 -1.53 2.06
H -4.38 -1.34 -0.21
H -3.45 0.09 -0.99
B 2.36 2.67 3.06
C 1.56 1.76 2.02
N 0.92 1.04 1.20
H 2.73 3.66 2.52
H 3.30 2.06 3.47
H 1.64 2.95 3.97


36
Properties=species:S:1:pos:R:3 method="wB97M-V/def2-TZVPD" charge=+2 orbital_gap_ha=0.1878 multiplicity=1 e_above_lowest_kcal_mol=0.61
Mo 0.46 2.02 0.37
C 3.24 -1.45 -2.30
N 1.78 -1.52 -2.31
C 1.03 -2.28 -3.16
C -0.26 -2.12 -2.80
N -0.31 -1.28 -1.71
B -1.70 -0.82 -1.11
N -1.69 -0.84 0.46
C -1.72 -1.98 1.22
C -1.87 -1.61 2.52
N -1.92 -0.24 2.55
C -2.16 0.58 3.74
C -1.79 0.20 1.29
S -1.80 1.89 0.81
C 0.95 -0.91 -1.44
S 1.54 0.01 -0.07
H 3.60 -1.58 -3.32
H 3.65 -2.24 -1.67
H 3.56 -0.48 -1.93
H 1.48 -2.86 -3.95
H -1.16 -2.54 -3.21
H -1.96 0.30 -1.48
H -2.51 -1.61 -1.49
H -1.68 -2.95 0.78
H -1.96 -2.20 3.42
H -2.09 -0.07 4.61
H -3.15 1.02 3.69
H -1.40 1.36 3.81
Te 1.41 4.40 0.52
Te 0.90 6.10 -1.52
Te -0.04 4.52 -3.34
Te 0.00 2.14 -2.22
F 0.72 1.33 2.58
C 1.89 1.81 1.96
F 2.31 2.86 2.70
H 2.65 1.03 2.00


31
Properties=species:S:1:pos:R:3 method="wB97M-V/def2-TZVPD" charge=0 orbital_gap_ha=0.3587 multiplicity=1 e_above_lowest_kcal_mol=46.30
C -0.16 1.52 6.60
C 0.10 2.19 5.24
C 1.19 1.50 4.42
O 0.64 1.22 3.09
C -0.64 1.60 3.15
O -1.46 1.44 2.21
O -1.08 1.93 4.45
H 0.72 1.57 7.25
H -0.68 0.58 6.45
H -0.94 2.13 7.06
H 0.24 3.25 5.44
H 1.48 0.59 4.95
H 2.08 2.13 4.32
C 1.47 -1.89 -3.63
C 1.41 -0.48 -4.18
C 2.28 0.63 -3.57
O 2.88 1.20 -4.65
C 2.81 0.35 -5.71
O 3.32 0.51 -6.83
O 2.07 -0.73 -5.40
H 0.93 -1.82 -2.68
H 2.47 -2.00 -3.21
H 1.06 -2.63 -4.33
H 0.36 -0.17 -4.14
H 3.04 0.11 -2.99
H 1.70 1.39 -3.05
C -5.32 -3.18 -2.05
Br -4.68 -4.61 -0.81
Br -6.66 -2.10 -1.16
Br -6.07 -3.75 -3.88
H -4.56 -2.46 -2.36


26
Properties=species:S:1:pos:R:3 method="wB97M-V/def2-TZVPD" charge=0 orbital_gap_ha=0.3496 multiplicity=1
C 1.46 1.62 -1.25
C 0.75 0.84 -2.11
C -0.86 -0.60 -1.11
C 1.76 0.75 0.02
C 1.04 -0.61 -0.25
C -0.33 -1.07 0.43
C 0.08 1.14 -3.37
C 0.01 -0.50 2.89
C -0.95 -0.18 1.62
N 0.41 -0.44 -1.51
O -1.95 -0.41 -1.50
P -2.66 -0.65 2.24
Br -0.16 -2.92 0.72
H 1.54 2.63 -1.37
H 2.82 0.66 0.18
H 1.20 1.18 0.82
H 1.77 -1.39 -0.06
H 0.63 0.63 -4.14
H -0.03 2.20 -3.66
H -0.86 0.81 -3.15
H -0.19 -1.45 3.28
H -0.16 0.20 3.70
H 1.10 -0.35 2.58
H -0.75 0.84 1.35
H -2.39 -1.97 2.66
H -3.28 -0.95 1.01


33
Properties=species:S:1:pos:R:3 method="wB97M-V/def2-TZVPD" charge=-1 orbital_gap_ha=0.2201 multiplicity=1 e_above_lowest_kcal_mol=0.00
Ca 0.52 -1.26 -0.51
O 0.32 0.44 -2.39
C -0.46 1.63 -2.37
C -1.22 1.86 -1.06
C -1.95 3.19 -1.33
O -2.71 3.57 -0.19
C -0.29 2.15 0.16
Se 1.36 1.12 0.56
C -2.34 0.82 -0.77
Se -2.17 -1.13 -1.11
H 0.72 0.34 -3.26
H -1.20 1.58 -3.18
H 0.20 2.49 -2.54
H -2.61 3.06 -2.20
H -1.21 3.97 -1.57
H -3.15 4.40 -0.39
H -0.92 2.11 1.05
H 0.06 3.18 0.08
H -3.20 1.11 -1.37
H -2.63 0.95 0.27
Cl 0.09 -2.03 5.65
C -0.35 -3.26 4.47
Cl -2.06 -3.67 4.63
Cl 0.64 -4.71 4.70
C -0.11 -2.74 3.12
N 0.07 -2.32 2.07
C 3.84 -2.02 0.05
C 3.13 -2.95 -0.92
O 3.77 -3.77 -1.56
O 1.84 -2.78 -0.98
H 4.91 -2.22 0.06
H 3.44 -2.15 1.06
H 3.67 -0.97 -0.23


Number 1: F_max 0.122 hartree/bohr, HOMO -8.1 eV, energy -22404.83348 eV. Number 2: F_max 0.307 hartree/bohr, HOMO -8.9 eV, energy -26120.40392 eV. Number 3: F_max 0.003 hartree/bohr, HOMO -14.5 eV, energy -74301.49217 eV. Number 4: F_max 0.117 hartree/bohr, HOMO -10.4 eV, energy -231954.42375 eV. Number 5: F_max 0.100 hartree/bohr, HOMO -8.8 eV, energy -92409.88946 eV. Number 6: F_max 0.032 hartree/bohr, HOMO -3.9 eV, energy -205926.20775 eV.